No. 1
Density functional theory data (ωB97M-V/def2-TZVPD) for a cluster of 2 separate species, CH3OP in total.

As for the spin multiplicity: 1. The frontier orbital gap (spin up / spin down) comes out at 7.4 / 7.4 eV. The calculation puts the LUMO energy (spin up / spin down) at -1.629 / -1.633 eV.

XYZ file:
```
6
Properties=species:S:1:pos:R:3:mulliken_charge:R:1
C 1.255 -0.097 -0.042 -0.076
O 1.791 0.882 0.320 -0.352
P -3.048 0.342 0.210 0.059
H 1.061 -0.985 0.532 0.265
H 0.573 -0.178 -1.027 0.160
H -1.632 0.036 0.008 -0.056
```


No. 2
Density functional theory data (ωB97M-V/def2-TZVPD) for the molecule CH3P3.

As for the spin multiplicity: 1. The frontier orbital gap comes out at 7.8 eV. The calculation puts the LUMO energy at -1.057 eV.

XYZ file:
```
7
Properties=species:S:1:pos:R:3:mulliken_charge:R:1
C -1.006 -0.234 0.619 -0.383
P -2.620 -1.030 -0.066 0.017
P -2.364 0.973 -0.103 0.031
P 0.598 -0.569 -0.223 -0.054
H -0.808 -0.601 1.684 0.356
H 0.829 0.714 -0.914 0.033
H -0.171 -0.916 -1.286 0.000
```


No. 3
Density functional theory data (ωB97M-V/def2-TZVPD) for a structure of composition CH3PS.

As for the spin multiplicity: 1. The frontier orbital gap (spin up / spin down) comes out at 7.4 / 6.9 eV. The calculation puts the LUMO energy (spin up / spin down) at -1.661 / -1.871 eV.

XYZ file:
```
6
Properties=species:S:1:pos:R:3:mulliken_charge:R:1
C 0.425 -0.094 -0.291 -0.498
P -0.292 0.703 1.259 0.050
S -0.882 0.392 -1.430 -0.174
H 1.404 0.505 -0.592 0.263
H 0.689 -1.207 -0.277 0.290
H -1.345 -0.298 1.331 0.069
```


No. 4
Density functional theory data (ωB97M-V/def2-TZVPD) for the molecule CH3PSi.

As for the spin multiplicity: 1. The frontier orbital gap comes out at 8.6 eV. The calculation puts the LUMO energy at 0.085 eV. Its SMILES is C1=P[SiH2]1.

XYZ file:
```
6
Properties=species:S:1:pos:R:3:mulliken_charge:R:1
C -0.157 -0.980 -0.293 -0.310
P -0.221 -1.121 1.361 -0.139
Si 0.271 0.818 0.393 0.161
H -0.343 -1.419 -1.206 0.439
H 1.445 1.369 -0.145 -0.084
H -0.994 1.333 -0.110 -0.067
```


No. 5
Density functional theory data (ωB97M-V/def2-TZVPD) for a cluster of 2 separate species, CH4 in total.

As for the spin multiplicity: 1. The frontier orbital gap (spin up / spin down) comes out at 10.3 / 9.4 eV. The calculation puts the LUMO energy (spin up / spin down) at -0.054 / -0.184 eV.

XYZ file:
```
5
Properties=species:S:1:pos:R:3:mulliken_charge:R:1
C 0.112 -0.234 -0.169 -0.748
H -0.582 -0.238 -1.086 0.249
H -0.904 1.280 1.244 0.000
H 0.308 -1.200 0.388 0.244
H 1.066 0.391 -0.376 0.255
```


No. 6
Density functional theory data (ωB97M-V/def2-TZVPD) for a cluster of 18 separate species, CH40O18PS in total.

The charge is +1. As for the spin multiplicity: 1. The frontier orbital gap comes out at 9.0 eV. The calculation puts the LUMO energy at -3.698 eV.

XYZ file:
```
61
Properties=species:S:1:pos:R:3:mulliken_charge:R:1
C 1.994 0.699 -3.794 -0.501
P 3.559 0.125 -4.445 0.405
O 3.210 -0.605 -5.817 -0.445
S 4.635 1.914 -5.219 -0.168
H 1.998 0.407 -2.748 -0.075
H 1.829 1.773 -3.845 0.368
H 1.169 0.180 -4.279 0.472
H 2.738 -0.102 -6.487 0.345
H 3.872 2.989 -5.444 0.286
H 5.434 2.297 -4.228 0.307
O -0.481 1.884 -2.456 -0.600
H -1.108 1.948 -1.728 0.295
H -0.979 2.283 -3.182 0.331
O -3.137 1.968 -3.414 -0.649
H -4.106 1.920 -3.414 0.339
H -2.888 1.041 -3.341 0.307
O 2.575 -0.404 -0.631 -0.541
H 2.917 -0.204 0.250 0.272
H 1.743 -0.849 -0.427 0.269
O 1.356 0.177 1.902 -0.710
H 0.749 0.710 1.374 0.274
H 0.828 -0.585 2.184 0.310
O 1.972 -3.092 0.535 -0.557
H 1.437 -3.870 0.320 0.317
H 2.773 -3.175 0.007 0.290
O -0.329 -0.993 3.782 -0.704
H 0.109 -0.679 4.611 0.475
H -1.157 -1.395 4.061 0.251
O -5.683 0.787 -2.929 -0.669
H -6.113 0.615 -2.083 0.375
H -6.125 0.183 -3.536 0.301
O 0.060 2.034 3.813 -0.692
H -0.397 1.251 3.484 0.347
H 0.805 2.131 3.210 0.336
O -6.356 0.781 0.144 -0.643
H -6.716 0.915 1.025 0.312
H -5.452 1.110 0.177 0.306
O 1.290 -3.425 3.494 -0.753
H 1.790 -3.409 2.663 0.303
H 1.002 -2.509 3.602 0.420
O 0.593 0.194 5.981 -0.730
H -0.244 0.036 6.441 0.358
H 0.477 1.024 5.482 0.414
O -0.377 -4.491 1.400 -0.637
H -0.042 -4.182 2.258 0.416
H -1.196 -4.956 1.583 0.281
O -8.492 0.773 -3.756 -0.632
H -8.063 1.601 -3.992 0.334
H -9.265 1.035 -3.248 0.310
O -1.335 -1.625 7.219 -0.650
H -1.371 -1.558 8.178 0.309
H -0.922 -2.479 7.053 0.332
O 5.202 -3.364 -0.312 -0.608
H 4.881 -2.795 -1.019 0.287
H 6.122 -3.550 -0.521 0.299
O 0.680 3.348 1.183 -0.546
H 0.911 3.515 0.264 0.285
H 0.466 4.212 1.547 0.278
O 3.700 2.511 -1.133 -0.640
H 3.021 1.821 -1.129 0.310
H 4.436 2.104 -0.666 0.325
```


No. 7
Density functional theory data (ωB97M-V/def2-TZVPD) for a structure of composition CH4BBrO2.

As for the spin multiplicity: 1. The frontier orbital gap comes out at 8.0 eV. The calculation puts the LUMO energy at -1.670 eV.

XYZ file:
```
9
Properties=species:S:1:pos:R:3:mulliken_charge:R:1
B -0.180 -0.433 0.099 0.588
C 1.106 0.179 -0.480 -0.721
O -0.273 -0.261 1.416 -0.501
O -1.188 -0.818 -0.633 -0.438
Br 0.412 2.635 -1.108 -0.262
H 1.732 0.595 0.359 0.373
H 1.309 -0.100 -1.498 0.408
H -0.996 -0.756 1.895 0.281
H -1.921 -1.040 -0.051 0.271
```


No. 8
Density functional theory data (ωB97M-V/def2-TZVPD) for the molecule CH4BCl.

As for the spin multiplicity: 1. The frontier orbital gap comes out at 7.4 eV. The calculation puts the LUMO energy at -0.156 eV.

XYZ file:
```
7
Properties=species:S:1:pos:R:3:mulliken_charge:R:1
B -1.141 -0.683 -0.437 0.102
C 0.844 1.342 0.330 -0.702
Cl -0.360 0.751 -0.741 0.190
H -0.696 -1.542 0.339 -0.033
H -2.227 -0.839 -0.917 -0.016
H 1.379 0.446 0.867 0.199
H 1.342 2.028 -0.215 0.260
```


No. 9
Density functional theory data (ωB97M-V/def2-TZVPD) for a cluster of 2 separate species, CH4Br2N3O in total.

The charge is +1. As for the spin multiplicity: 1. The frontier orbital gap (spin up / spin down) comes out at 6.8 / 6.8 eV. The calculation puts the LUMO energy (spin up / spin down) at -6.534 / -6.534 eV.

XYZ file:
```
11
Properties=species:S:1:pos:R:3:mulliken_charge:R:1
C -0.094 0.806 0.650 0.924
N -0.064 0.737 1.911 -0.417
N -0.333 -1.168 -0.320 -0.486
N -0.175 -0.652 -1.642 -0.166
O -0.051 1.425 -0.346 -0.454
Br 0.617 2.273 3.040 0.174
Br 1.234 -1.852 0.452 0.047
H -0.379 -0.016 2.497 0.337
H -0.325 0.404 -1.644 0.316
H 0.497 -1.100 -2.244 0.358
H -0.926 -0.857 -2.356 0.368
```


No. 10
Density functional theory data (ωB97M-V/def2-TZVPD) for the ion CH4BrN2 with charge +1.

The charge is +1. As for the spin multiplicity: 1. The frontier orbital gap comes out at 10.0 eV. The calculation puts the LUMO energy at -4.970 eV. Its SMILES is N/C=[NH+]/Br.

XYZ file:
```
8
Properties=species:S:1:pos:R:3:mulliken_charge:R:1
N 1.278 0.202 -0.002 -0.250
C -0.001 0.367 -0.109 0.218
N -0.977 -0.602 -0.083 -0.340
Br -2.736 0.055 -0.019 0.136
H 1.951 0.896 0.245 0.259
H 1.728 -0.698 -0.156 0.263
H -0.319 1.319 -0.122 0.378
H -0.924 -1.538 0.247 0.337
```